DFT (wB97M-V/def2-TZVPD) results for a cluster of 5 separate species, C49H64BrNO20S3 in total at a distorted geometry.

Bonds (Å) are listed after each position.
Element x y z (Å)
1 C 6.29 -3.65 2.82  C2 1.534, H35 1.089, H36 1.088, H37 1.089
2 C 6.59 -4.78 1.83  C1 1.534, C3 1.543, H38 1.090, H39 1.093
3 C 6.03 -4.53 0.41  C2 1.543, C4 1.531, H40 1.090, H41 1.090
4 C 4.69 -5.23 0.19  C3 1.531, C5 1.530, H42 1.093, H43 1.092
5 C 3.85 -4.59 -0.92  C4 1.530, C6 1.526, H44 1.094, H45 1.093
6 C 2.39 -5.04 -0.84  C5 1.526, C7 1.540, H46 1.090, H47 1.095
7 C 1.50 -4.29 -1.84  C6 1.540, C8 1.532, H48 1.092, H49 1.085
8 C 1.00 -2.96 -1.26  C7 1.532, N9 1.480, H50 1.093, H51 1.093
9 N -0.42 -2.94 -0.85  C8 1.480, C10 1.488, C18 1.421
10 C -0.90 -4.19 -0.20  N9 1.488, C11 1.531, H52 1.091, H53 1.090
11 C -1.75 -5.05 -1.13  C10 1.531, C12 1.540, H54 1.090, H55 1.091
12 C -3.25 -4.67 -1.12  C11 1.540, C13 1.527, H56 1.090, H57 1.091
13 C -4.11 -5.60 -0.27  C12 1.527, C14 1.547, H58 1.090, H59 1.091
14 C -3.98 -5.31 1.25  C13 1.547, C15 1.542, H60 1.091, H61 1.090
15 C -2.91 -6.16 1.96  C14 1.542, C16 1.533, H62 1.093, H63 1.093
16 C -3.47 -7.09 3.04  C15 1.533, C17 1.524, H64 1.092, H65 1.091
17 C -2.38 -7.56 3.99  C16 1.524, H66 1.088, H67 1.091, H68 1.090
18 C -0.68 -1.85 0.03  N9 1.421, S19 1.631, S20 1.750
19 S -2.03 -0.95 -0.10  C18 1.631
20 S 0.51 -1.58 1.28  C18 1.750, C21 1.792
21 C -0.36 -0.67 2.55  S20 1.792, C22 1.547, H69 1.085, H70 1.090
22 C -0.34 0.88 2.43  C21 1.547, C23 1.526, H71 1.087, H72 1.089
23 C 0.34 1.47 1.20  C22 1.526, C24 1.530, H73 1.087, H74 1.089
24 C 1.86 1.58 1.33  C23 1.530, O25 1.432, C30 1.550, H75 1.095
25 O 2.42 0.90 2.46  C24 1.432, S26 1.590
26 S 3.96 0.57 2.21  O25 1.590, O27 1.423, O28 1.421, O29 1.557
27 O 4.16 -0.79 2.60  S26 1.423
28 O 4.77 1.57 2.82  S26 1.421
29 O 3.95 0.71 0.66  S26 1.557, C30 1.473
30 C 2.77 1.38 0.09  C24 1.550, O29 1.473, C31 1.531, H76 1.086
31 C 2.33 0.44 -1.04  C30 1.531, C32 1.531, H77 1.088, H78 1.086
32 C 2.30 1.14 -2.40  C31 1.531, C33 1.537, H79 1.090, H80 1.088
33 C 1.00 1.94 -2.61  C32 1.537, Br34 1.938, H81 1.086, H82 1.084
34 Br 1.32 3.81 -3.03  C33 1.938
35 H 5.34 -3.81 3.33  C1 1.089
36 H 6.25 -2.70 2.30  C1 1.088
37 H 7.08 -3.56 3.57  C1 1.089
38 H 6.27 -5.75 2.21  C2 1.090
39 H 7.68 -4.83 1.73  C2 1.093
40 H 6.76 -4.93 -0.29  C3 1.090
41 H 5.92 -3.46 0.29  C3 1.090
42 H 4.12 -5.23 1.12  C4 1.093
43 H 4.87 -6.27 -0.09  C4 1.092
44 H 3.88 -3.50 -0.80  C5 1.094
45 H 4.26 -4.86 -1.89  C5 1.093
46 H 2.30 -6.13 -0.90  C6 1.090
47 H 2.06 -4.77 0.17  C6 1.095
48 H 2.13 -4.03 -2.69  C7 1.092
49 H 0.69 -4.91 -2.24  C7 1.085
50 H 1.10 -2.20 -2.03  C8 1.093
51 H 1.69 -2.68 -0.46  C8 1.093
52 H -1.56 -3.88 0.62  C10 1.091
53 H -0.10 -4.75 0.28  C10 1.090
54 H -1.40 -4.88 -2.15  C11 1.090
55 H -1.60 -6.11 -0.93  C11 1.091
56 H -3.63 -4.67 -2.14  C12 1.090
57 H -3.33 -3.64 -0.77  C12 1.091
58 H -5.16 -5.47 -0.53  C13 1.090
59 H -3.82 -6.64 -0.46  C13 1.091
60 H -3.75 -4.25 1.35  C14 1.091
61 H -4.94 -5.49 1.73  C14 1.090
62 H -2.40 -6.79 1.22  C15 1.093
63 H -2.12 -5.53 2.38  C15 1.093
64 H -3.92 -7.94 2.53  C16 1.092
65 H -4.27 -6.56 3.57  C16 1.091
66 H -2.77 -8.10 4.85  C17 1.088
67 H -1.70 -8.22 3.45  C17 1.091
68 H -1.79 -6.71 4.33  C17 1.090
69 H -1.37 -1.05 2.60  C21 1.085
70 H 0.14 -0.96 3.47  C21 1.090
71 H -1.37 1.23 2.44  C22 1.087
72 H 0.11 1.26 3.35  C22 1.089
73 H 0.05 0.98 0.28  C23 1.087
74 H -0.02 2.50 1.13  C23 1.089
75 H 2.04 2.63 1.58  C24 1.095
76 H 3.09 2.33 -0.33  C30 1.086
77 H 3.05 -0.37 -1.11  C31 1.088
78 H 1.36 -0.01 -0.87  C31 1.086
79 H 2.35 0.40 -3.20  C32 1.090
80 H 3.16 1.79 -2.52  C32 1.088
81 H 0.44 1.97 -1.68  C33 1.086
82 H 0.35 1.51 -3.36  C33 1.084
83 O -2.39 7.32 -9.24  C84 1.217
84 C -1.75 6.88 -8.30  O83 1.217, C85 1.445, C91 1.510
85 C -0.84 7.66 -7.50  C84 1.445, C86 1.341, H93 1.081
86 C -0.18 7.07 -6.49  C85 1.341, O87 1.323, C88 1.511
87 O 0.67 7.70 -5.70  C86 1.323, H94 0.978
88 C -0.37 5.60 -6.16  C86 1.511, O89 1.218, C90 1.447
89 O 0.29 5.15 -5.23  C88 1.218
90 C -1.30 4.83 -6.95  C88 1.447, C91 1.340, H95 1.081
91 C -1.96 5.42 -7.95  C84 1.510, C90 1.340, O92 1.324
92 O -2.84 4.79 -8.72  C91 1.324, H96 0.977
93 H -0.71 8.70 -7.74  C85 1.081
94 H 1.00 7.03 -5.06  O87 0.978
95 H -1.44 3.79 -6.69  C90 1.081
96 H -3.16 5.46 -9.36  O92 0.977
97 O -6.35 12.90 -11.76  C98 1.218
98 C -5.74 12.07 -11.10  O97 1.218, C99 1.446, C105 1.513
99 C -4.89 11.04 -11.66  C98 1.446, C100 1.343, H107 1.081
100 C -4.29 10.17 -10.83  C99 1.343, O101 1.321, C102 1.512
101 O -3.49 9.20 -11.24  C100 1.321, H108 0.985
102 C -4.48 10.23 -9.34  C100 1.512, O103 1.216, C104 1.447
103 O -3.90 9.37 -8.70  C102 1.216
104 C -5.32 11.27 -8.77  C102 1.447, C105 1.341, H109 1.081
105 C -5.91 12.14 -9.60  C98 1.513, C104 1.341, O106 1.324
106 O -6.69 13.13 -9.19  C105 1.324, H110 0.978
107 H -4.77 11.01 -12.73  C99 1.081
108 H -3.19 8.72 -10.43  O101 0.985
109 H -5.43 11.31 -7.70  C104 1.081
110 H -6.99 13.59 -10.00  O106 0.978
111 O -2.90 -1.63 9.60  C112 1.217
112 C -2.88 -1.25 8.44  O111 1.217, C113 1.447, C119 1.512
113 C -3.87 -1.60 7.44  C112 1.447, C114 1.340, H121 1.081
114 C -3.74 -1.14 6.19  C113 1.340, O115 1.324, C116 1.511
115 O -4.59 -1.41 5.22  C114 1.324, H122 0.978
116 C -2.58 -0.26 5.78  C114 1.511, O117 1.219, C118 1.445
117 O -2.54 0.09 4.62  C116 1.219
118 C -1.60 0.12 6.78  C116 1.445, C119 1.342, H123 1.082
119 C -1.74 -0.35 8.03  C112 1.512, C118 1.342, O120 1.321
120 O -0.90 -0.06 9.01  C119 1.321, H124 0.978
121 H -4.69 -2.24 7.75  C113 1.081
122 H -4.25 -0.95 4.42  O115 0.978
123 H -0.79 0.76 6.48  C118 1.082
124 H -1.23 -0.53 9.80  O120 0.978
125 O 1.91 1.49 5.97  C126 1.221
126 C 2.69 0.75 6.54  O125 1.221, C127 1.445, C133 1.513
127 C 3.56 -0.19 5.87  C126 1.445, C128 1.342, H135 1.081
128 C 4.36 -0.97 6.61  C127 1.342, O129 1.322, C130 1.511
129 O 5.20 -1.86 6.09  C128 1.322, H136 0.978
130 C 4.39 -0.91 8.12  C128 1.511, O131 1.218, C132 1.447
131 O 5.14 -1.67 8.70  C130 1.218
132 C 3.54 0.06 8.78  C130 1.447, C133 1.340, H137 1.081
133 C 2.74 0.84 8.05  C126 1.513, C132 1.340, O134 1.323
134 O 1.93 1.75 8.56  C133 1.323, H138 0.977
135 H 3.55 -0.23 4.79  C127 1.081
136 H 5.65 -2.28 6.85  O129 0.978
137 H 3.58 0.11 9.86  C132 1.081
138 H 1.47 2.17 7.81  O134 0.977

**LUMO**: -1.643 eV
**Orbital gap**: 7.1 eV
**SMILES string**: CCCCCCCCN(CCCCCCCC)C(=S)SCCC[C@H]1OS(=O)(=O)O[C@H]1CCCBr.O=C1C=C(O)C(=O)C=C1O.O=C1C=C(O)C(=O)C=C1O.O=C1C=C(O)C(=O)C=C1O.O=C1C=C(O)C(=O)C=C1O
**Relative energy (zero: lowest compared OMol25 entry of this formula, charge and spin)**: 0.000 eV
**DFT total energy**: -7233.59377 hartree

Atomic partial charges in e from the Löwdin method, atoms 1 to 4:
1 C -0.1069
2 C -0.2615
3 C -0.2128
4 C -0.2166